1.
160
Properties=species:S:1:pos:R:3:forces:R:3 method="wB97M-V/def2-TZVPD" orbital_gap_ev=9.113 de_lowest_ev=2.316 lumo_ev=0.17 max_force_ev_per_a=1.7 spin_multiplicity=1 total_energy_ha=-2774.6859
C -4.4305 0.7277 -0.0391 0.12 -1.11 0.52
O -3.7997 1.4777 0.9992 0.30 0.30 -0.89
H -5.4553 1.0548 -0.2057 0.02 0.07 -0.18
H -3.8623 0.6258 -0.9665 0.06 0.69 -0.07
H -4.4367 -0.3027 0.3229 -0.35 0.06 0.16
H -3.6219 2.3603 0.6511 -0.10 0.02 0.18
C 0.3459 2.7204 4.6142 0.79 -0.77 0.58
O 0.8747 2.8787 3.3199 -0.27 -0.02 -0.21
H 0.5227 3.6265 5.1962 -0.42 0.10 -0.08
H -0.6857 2.3622 4.6748 -0.19 0.51 -0.31
H 0.9100 1.9319 5.1365 0.03 0.10 0.01
H 0.2543 2.5227 2.6482 0.03 0.20 0.02
C 2.5288 3.5579 -3.5450 -0.14 0.97 0.07
O 3.0099 4.8944 -3.7119 0.19 0.10 -0.36
H 1.4966 3.6985 -3.8607 -0.16 -0.59 0.19
H 3.0069 2.8106 -4.1802 0.20 0.11 -0.04
H 2.5909 3.2680 -2.4960 -0.12 -0.23 0.01
H 3.9417 5.0053 -3.5065 0.07 -0.46 0.09
C -3.6584 2.8117 -3.1404 -0.10 1.00 -0.04
O -3.5333 3.4472 -4.4046 0.32 -0.49 -0.44
H -3.2666 3.5054 -2.3873 -0.15 -0.27 0.31
H -4.7088 2.5819 -2.9453 0.11 -0.22 0.23
H -3.0437 1.9149 -3.1218 -0.09 -0.05 -0.23
H -4.0790 4.2348 -4.4435 -0.07 0.02 0.19
C 6.4054 2.4806 -4.5893 0.75 0.71 0.84
C 6.5361 1.0828 -3.9837 -0.41 0.01 -0.99
C 5.2379 0.5839 -3.3626 -0.01 0.67 1.09
O 5.0376 1.3794 -2.1834 -0.23 -0.30 -0.58
C 3.9693 0.8960 -1.4142 -0.02 0.45 1.57
N 6.9279 0.1656 -5.0521 0.88 -0.70 -0.07
H 5.7312 2.6195 -5.4335 -0.37 -0.51 0.20
H 7.3731 2.8398 -4.9573 0.12 -0.27 0.03
H 6.1679 3.1860 -3.7883 -0.33 -0.01 -0.13
H 7.3123 1.0450 -3.2107 -0.29 0.54 0.22
H 5.3039 -0.4708 -3.0719 0.18 -0.08 -0.09
H 4.3393 0.6982 -3.9768 0.24 -0.02 -0.49
H 3.7506 1.6268 -0.6277 0.08 0.31 -0.27
H 4.2731 0.0238 -0.8215 -0.15 -0.45 -0.50
H 3.0163 0.7425 -1.9294 0.21 -0.23 -0.42
H 7.6699 0.6031 -5.5951 -0.32 0.23 -0.19
H 7.4652 -0.5763 -4.6003 -0.47 -0.30 -0.19
C -0.3163 -3.6694 1.9301 -0.41 -0.65 -0.52
C -0.6890 -4.9749 2.6533 0.22 0.89 -0.15
C 0.5521 -5.7245 3.1613 -0.12 0.02 -0.20
O 1.3600 -6.1726 2.0804 0.07 0.32 0.22
C 0.8784 -7.2626 1.3584 0.14 -1.20 0.01
N -1.6435 -4.5981 3.7118 0.70 -0.45 -0.04
H 0.2697 -2.9874 2.5431 0.23 -0.19 0.08
H -1.2183 -3.1347 1.6270 -0.15 -0.08 0.23
H 0.1816 -3.9128 0.9912 0.43 0.15 0.18
H -1.1459 -5.6230 1.9024 -0.40 -0.01 0.20
H 0.2474 -6.5565 3.8092 -0.07 -0.22 -0.17
H 1.2065 -5.1091 3.7794 -0.13 0.29 -0.07
H -0.0405 -7.1089 0.7832 0.12 0.37 -0.08
H 0.6880 -8.1471 1.9863 -0.09 0.23 0.31
H 1.6860 -7.5978 0.7050 -0.12 0.30 -0.25
H -1.0762 -3.9945 4.3130 -0.36 -0.15 0.10
H -1.8067 -5.4225 4.2881 -0.16 0.08 0.01
C 4.5310 5.7756 1.2555 0.21 0.93 0.07
C 3.0683 5.4409 0.9485 1.10 0.01 0.75
C 2.6526 5.8465 -0.4575 0.52 -0.41 0.71
O 2.8563 7.2417 -0.5681 -0.50 -0.62 -0.76
C 2.5278 7.6725 -1.8813 -0.11 0.53 0.48
N 2.9161 4.0107 1.1289 -1.21 -1.23 0.15
H 4.7392 5.5613 2.3061 0.03 -0.24 -0.04
H 4.7161 6.8477 1.1490 -0.20 0.00 -0.05
H 5.2923 5.2997 0.6354 -0.33 -0.41 -0.11
H 2.5082 6.0115 1.7014 -0.33 0.09 -0.28
H 1.6213 5.5248 -0.6545 -0.22 0.38 0.04
H 3.2550 5.2726 -1.1736 0.17 0.22 -0.01
H 2.6683 8.7530 -1.8582 0.13 -0.04 -0.32
H 1.4754 7.4821 -2.1197 -0.02 -0.14 0.05
H 3.1370 7.1845 -2.6459 0.07 0.11 0.08
H 1.9394 3.7718 1.3140 -0.08 0.26 -0.57
H 3.2681 3.6516 2.0132 0.70 0.55 -0.09
C -3.4942 -0.4804 4.2812 -0.08 -0.38 -0.09
C -4.8360 0.2299 4.4410 -0.72 -0.75 0.32
C -5.2157 0.4185 5.9063 0.10 0.47 0.91
O -5.5957 -0.7775 6.5691 0.16 -0.70 -0.84
C -5.6700 -0.6311 7.9598 -0.12 0.39 0.07
N -4.8193 1.5346 3.7807 -0.03 -0.03 -0.94
H -3.6008 -1.5670 4.2478 -0.13 0.03 0.32
H -2.8110 -0.2255 5.0935 0.11 0.09 -0.10
H -3.0375 -0.2404 3.3206 0.09 0.27 0.03
H -5.6288 -0.4171 4.0411 0.12 -0.04 -0.24
H -6.0475 1.1143 6.0607 -0.01 0.27 -0.51
H -4.3525 0.8770 6.4098 0.07 -0.03 0.10
H -4.6544 -0.5087 8.3509 -0.15 0.17 0.34
H -6.1533 -1.4868 8.4304 0.23 -0.30 -0.36
H -6.3180 0.2163 8.2229 0.31 0.22 0.06
H -4.2596 1.4377 2.9290 0.21 0.11 0.56
H -5.7198 1.6825 3.3265 -0.21 0.20 0.62
C -5.6376 -2.1798 -7.1891 -0.31 0.25 0.32
C -5.1199 -1.3385 -8.3488 0.49 -0.88 -0.63
C -4.4102 -0.0848 -7.8619 0.15 0.26 0.97
O -3.3341 -0.4367 -6.9967 0.11 -0.32 -0.07
C -2.6806 0.7157 -6.5092 -0.56 0.19 0.10
N -4.2125 -2.1902 -9.1801 0.31 0.63 0.88
H -6.3572 -1.5920 -6.6140 0.07 -0.04 0.13
H -4.8217 -2.4720 -6.5259 0.05 0.20 0.00
H -6.1428 -3.1040 -7.4684 0.03 0.12 -0.46
H -5.9289 -1.0675 -9.0306 -0.17 0.30 0.29
H -5.0690 0.5550 -7.2600 -0.36 0.01 -0.26
H -4.0135 0.5362 -8.6741 -0.12 -0.14 -0.27
H -1.9087 0.4504 -5.7898 0.23 -0.32 -0.34
H -3.3732 1.3541 -5.9479 -0.13 0.10 -0.17
H -2.2932 1.2910 -7.3541 0.31 0.13 0.15
H -3.6211 -2.6497 -8.4864 0.01 -0.23 -0.24
H -3.5523 -1.5348 -9.5985 -0.08 -0.23 -0.39
C -1.0985 -1.7864 7.6142 -0.42 0.20 -0.32
C -0.7278 -2.3829 6.2721 0.41 -0.72 -0.59
C 0.3263 -1.5743 5.5481 -0.20 1.20 -0.66
O 1.5107 -1.5531 6.3040 -0.36 0.14 0.28
C 2.5014 -0.7029 5.7809 0.35 -0.25 0.07
N -0.2446 -3.7786 6.3504 -0.13 0.21 0.41
H -1.5069 -0.7851 7.4522 0.10 0.07 0.17
H -0.2382 -1.7304 8.2785 -0.06 -0.04 0.08
H -1.9057 -2.3874 8.0364 0.15 0.00 0.27
H -1.6193 -2.4201 5.6387 0.02 0.22 -0.02
H -0.0574 -0.5543 5.3649 0.01 0.18 0.62
H 0.5221 -1.8468 4.5004 0.05 -0.91 0.19
H 2.9326 -1.1648 4.8852 0.11 0.22 -0.05
H 3.2631 -0.6035 6.5541 0.09 -0.10 -0.13
H 2.1521 0.3075 5.5469 -0.27 -0.14 -0.05
H 0.4955 -3.8005 7.0475 0.08 -0.13 -0.14
H -0.9981 -4.3508 6.7218 0.10 -0.05 0.04
C 2.1362 -2.4417 -3.5367 0.27 0.36 -0.11
C 1.7838 -3.8344 -3.0501 1.22 -0.38 0.38
C 1.8168 -3.9704 -1.5268 -0.57 0.66 -0.33
O 3.0602 -3.5213 -1.0555 0.22 -0.05 -0.42
C 3.0928 -3.3421 0.3302 -0.32 -0.68 0.76
N 0.4964 -4.2741 -3.5553 -0.32 -0.31 -0.10
H 1.8839 -2.3726 -4.5973 -0.19 0.22 0.06
H 3.2057 -2.2325 -3.4766 0.03 -0.32 0.11
H 1.6805 -1.6295 -2.9669 -0.44 -0.14 -0.09
H 2.6139 -4.4703 -3.3952 -0.11 -0.15 -0.13
H 1.5851 -4.9973 -1.2196 0.22 -0.16 0.04
H 1.0076 -3.3446 -1.1243 -0.03 0.11 0.10
H 2.2496 -2.7245 0.6667 0.26 0.32 -0.02
H 4.0585 -2.9448 0.6383 -0.09 0.31 -0.26
H 2.9759 -4.2946 0.8699 -0.05 -0.05 -0.15
H 0.3299 -5.2366 -3.2727 -0.05 0.10 0.17
H 0.5258 -4.3281 -4.5684 -0.01 0.25 0.01
C -0.2235 -0.2483 1.6972 0.15 -0.03 -0.05
C 0.0335 0.7946 0.6353 0.69 0.61 -0.29
C -0.4098 0.3371 -0.7458 0.82 -0.22 -0.02
O 0.2154 1.1961 -1.6816 -0.59 0.78 0.15
C -0.0974 0.9778 -3.0387 0.19 -0.12 -0.31
N -0.5742 2.0758 1.0539 -0.82 -0.75 -0.40
H 0.2964 -1.1691 1.4402 -0.03 -0.01 0.03
H -1.2888 -0.4694 1.7894 -0.06 -0.02 -0.02
H 0.1388 0.0973 2.6661 0.00 0.01 0.01
H 1.1050 0.9944 0.5204 0.05 -0.21 0.24
H -1.5037 0.3335 -0.8180 -0.08 0.03 -0.20
H -0.0136 -0.6705 -0.9211 -0.33 -0.23 0.08
H -0.2351 1.9132 -3.5861 0.03 0.21 0.36
H -1.0168 0.4029 -3.1794 0.10 -0.22 0.10
H 0.7538 0.4753 -3.5044 -0.19 -0.28 -0.17
H -1.5672 1.8284 1.0227 -0.02 0.56 0.43
H -0.4547 2.7814 0.3305 0.23 -0.10 -0.04


2.
165
Properties=species:S:1:pos:R:3:forces:R:3 method="wB97M-V/def2-TZVPD" orbital_gap_ev=9.275 de_lowest_ev=1.356 lumo_ev=0.62 max_force_ev_per_a=3.6 spin_multiplicity=1 total_energy_ha=-2906.5062
O 15.7414 18.1128 16.6042 -2.18 0.65 -0.16
H 14.8783 18.6280 16.5126 1.25 -0.36 0.25
H 15.3675 17.2173 16.4766 0.40 -0.21 0.08
O 10.2086 13.7238 15.0476 -0.79 0.84 0.27
H 11.0611 13.3139 14.9789 0.98 -0.29 -0.16
H 10.2064 14.3394 14.2828 0.20 -0.09 0.18
O 17.0644 18.5897 14.3453 -0.55 -0.07 -2.10
H 17.9338 18.7111 14.6798 0.83 0.12 0.71
H 16.4288 18.6032 15.0601 0.03 -0.13 1.08
O 8.9832 11.8612 13.7650 -0.45 -0.87 -0.62
H 9.3001 12.3845 14.5164 -0.18 0.38 0.27
H 8.2828 11.2627 14.0534 0.26 0.24 0.05
C 9.2422 14.3485 18.8258 -0.24 -0.70 -0.83
C 10.2935 14.4005 19.8589 1.06 1.10 0.61
C 11.1765 13.1900 19.7907 0.72 -1.37 -0.05
O 10.5030 12.0099 20.1761 -0.93 -0.05 0.15
C 11.3859 10.9236 20.2662 -0.88 -0.36 -1.79
N 11.1217 15.5807 19.6746 0.00 1.82 -1.77
H 9.7210 13.9062 17.9124 -0.82 0.87 0.33
H 8.7039 15.2990 18.6852 0.32 -0.37 -0.23
H 8.5644 13.6135 19.2222 -0.74 -0.38 -0.32
H 9.8931 14.4400 20.8665 -0.51 -0.32 0.29
H 11.9028 13.3338 20.5631 1.22 0.33 0.35
H 11.6953 12.9261 18.8325 -0.43 1.10 0.58
H 10.8261 10.0837 20.6219 -0.37 -0.45 0.48
H 12.1984 11.1288 20.9115 1.10 0.25 0.75
H 11.7477 10.6241 19.2548 0.12 0.35 0.56
H 10.6552 16.3498 19.1269 0.67 -1.24 0.93
H 11.6723 15.9831 20.4239 -0.39 -0.48 0.13
C 12.3897 18.8040 18.7257 0.37 -0.89 0.07
C 12.0229 18.8860 17.2467 -1.58 -0.45 1.55
C 10.5193 19.3255 17.1457 1.04 -0.35 -0.42
O 9.8241 18.2510 17.7518 -1.60 0.78 0.11
C 8.4712 18.6142 18.1571 0.65 -2.45 -0.27
N 13.0142 19.7122 16.5748 -0.50 -1.63 -0.02
H 11.6013 18.4036 19.3445 -0.34 -0.73 -0.20
H 12.4712 19.7713 19.1876 0.81 0.79 -0.08
H 13.2867 18.1525 18.8372 -0.44 0.88 0.25
H 11.9221 17.8286 16.9321 0.70 0.56 -0.54
H 10.2690 19.4060 16.0682 -0.17 0.14 0.35
H 10.2899 20.2720 17.6627 0.21 -0.11 -0.13
H 8.1733 17.8122 18.8701 0.04 0.53 -0.56
H 7.7467 18.6404 17.3289 0.41 -0.01 0.03
H 8.4559 19.5264 18.6817 0.12 1.34 0.60
H 12.5419 20.2027 15.8483 0.21 0.77 -0.64
H 13.4042 20.3023 17.2775 0.20 0.90 0.03
C 16.1196 11.6378 18.3755 1.97 1.82 0.94
C 15.2325 10.4989 18.3681 -1.61 -2.24 -2.23
C 14.1876 10.6277 17.2380 1.83 2.77 -0.22
O 13.3189 11.7122 17.6014 0.24 -0.40 -1.41
C 12.3046 11.8282 16.5927 -0.05 0.87 0.65
N 15.8874 9.1842 18.1354 1.12 0.79 -0.16
H 16.8289 11.5936 19.2433 -0.16 -0.07 -0.93
H 15.6114 12.5911 18.5191 -0.40 -0.12 -0.04
H 16.6264 11.7443 17.4077 0.32 -0.19 0.29
H 14.6848 10.3695 19.2491 -1.01 0.43 1.61
H 13.6665 9.7284 17.1998 -1.18 -1.70 -0.41
H 14.6983 10.8581 16.2005 -0.81 -0.53 1.85
H 12.6852 12.0545 15.5749 0.21 -0.55 0.50
H 11.7233 12.7521 16.8537 0.04 -1.17 -0.04
H 11.7391 10.8757 16.6257 -0.28 0.69 -0.36
H 16.8689 9.3654 18.2948 0.44 -0.23 -0.36
H 15.6844 8.5246 18.8649 -0.53 -0.20 0.28
C 11.1671 17.4992 13.4692 -1.70 -0.43 1.48
C 11.1360 16.5483 12.2932 -1.88 1.50 -0.40
C 12.0351 17.0972 11.1850 -0.24 -0.14 -1.17
O 12.0030 16.3059 9.9618 0.79 0.06 1.13
C 10.8036 16.2743 9.2555 -1.63 0.52 1.54
N 11.2432 15.1841 12.7174 0.66 -0.83 -0.53
H 11.2379 18.5244 13.1768 0.44 0.72 -0.26
H 11.8701 17.2477 14.2530 0.72 -0.01 -0.20
H 10.1846 17.4454 14.0130 0.65 -0.10 -0.48
H 10.0566 16.6439 11.9127 1.41 -0.17 0.24
H 13.1088 17.1922 11.4586 -0.75 -0.19 -0.05
H 11.6102 18.0947 10.9413 0.48 -0.25 0.16
H 10.5817 15.2953 8.8969 0.00 -1.21 0.18
H 10.8584 16.8219 8.3418 0.00 1.20 -0.49
H 9.9147 16.5853 9.9213 1.18 -0.21 -1.27
H 12.2234 14.9411 12.8706 0.05 0.23 0.40
H 11.0232 14.6471 11.8877 -0.17 -0.47 -0.13
C 19.5169 12.1212 9.2359 -0.38 0.20 1.57
C 18.7376 11.6307 10.5328 0.22 -0.23 -2.12
C 18.5829 12.7815 11.4741 -0.87 0.28 0.04
O 17.8321 12.4521 12.6320 0.01 0.04 0.16
C 18.6246 11.8938 13.6431 1.28 -0.64 -0.24
N 17.5199 10.9147 10.1445 -0.02 0.87 -0.31
H 18.8392 12.6772 8.5762 0.05 -0.11 0.23
H 19.9058 11.2653 8.7076 0.16 -0.21 -0.20
H 20.3434 12.8063 9.5319 -0.43 -0.48 -0.29
H 19.2488 10.8260 11.0233 1.15 -0.17 0.33
H 18.0534 13.6075 11.0105 -0.10 0.15 -0.30
H 19.5723 13.1231 11.7152 0.63 0.41 0.46
H 19.4899 11.3597 13.2009 -0.37 -0.09 0.04
H 18.0512 11.1295 14.1811 0.03 0.52 0.23
H 19.1401 12.6445 14.2792 -0.82 -0.13 0.06
H 17.1759 10.5078 10.9947 -0.64 -0.28 0.31
H 16.8228 11.5925 9.8403 -0.07 -0.15 -0.01
C 12.0875 10.1364 11.7364 -1.57 0.03 0.89
C 12.5446 10.7992 13.0325 1.32 0.59 -0.84
C 14.0770 10.9895 13.0161 0.97 -0.14 -0.76
O 14.9233 9.9415 12.4422 -1.97 0.17 1.00
C 14.8246 8.8339 13.3404 1.75 -0.46 -0.24
N 12.0112 12.1466 13.2751 0.94 -0.06 -0.40
H 10.9991 9.9080 11.9095 0.82 0.21 -0.71
H 12.6034 9.2041 11.6071 0.26 -0.50 -0.18
H 12.2419 10.7545 10.8397 -0.04 -0.10 0.47
H 12.2871 10.2296 13.9118 -0.26 -0.57 0.13
H 14.4345 10.9786 14.0361 -0.02 1.10 0.49
H 14.3059 11.9279 12.4531 0.01 -0.71 0.59
H 15.5406 8.1044 12.9282 -0.27 0.07 0.38
H 13.8634 8.3346 13.4171 -0.47 0.24 -0.30
H 15.1400 9.0906 14.3847 -0.13 0.04 -0.73
H 11.0253 12.0923 13.3157 -1.45 -0.35 0.26
H 12.1513 12.6879 12.4323 0.39 0.21 -0.30
C 14.9498 13.5328 8.1070 1.01 -0.38 1.47
C 13.8472 13.9967 9.0257 0.66 1.18 0.61
C 12.6278 13.0919 8.9215 2.40 -1.97 -0.65
O 11.7981 13.1780 10.0152 -0.79 0.42 0.54
C 10.6163 12.4458 9.7622 -0.14 0.32 0.30
N 14.3991 14.1505 10.4058 -1.23 0.12 -0.01
H 14.6392 13.4470 7.1117 -0.64 -0.19 -1.61
H 15.2689 12.5346 8.4498 0.11 0.19 -0.24
H 15.8276 14.2003 8.1207 -0.41 -0.20 0.25
H 13.5878 15.0256 8.7268 -0.18 -0.36 0.20
H 13.0543 12.0003 8.9260 -0.67 1.39 -0.37
H 12.1435 13.2541 7.9421 -0.19 0.01 0.35
H 10.2246 12.0987 10.7089 -0.17 -0.09 0.22
H 10.8615 11.5917 9.1341 -0.30 -0.17 -0.12
H 9.8822 13.1086 9.2979 -0.10 -0.22 -0.26
H 14.7172 13.2708 10.8169 -0.05 -0.01 -0.41
H 13.5808 14.4321 10.9702 0.66 -0.03 -0.14
C 19.0135 16.5620 11.5034 0.05 0.63 0.06
C 18.2622 17.3355 10.4174 0.57 -0.05 -1.04
C 17.3553 16.4006 9.6512 -0.95 0.78 -1.10
O 18.1124 15.3981 9.0280 0.53 -0.19 -1.54
C 18.3435 15.6490 7.6154 -0.76 -0.04 1.44
N 17.4708 18.4271 10.9334 0.10 1.12 -0.13
H 18.2334 16.1848 12.1935 0.57 -0.07 -0.13
H 19.6471 17.2865 12.0383 -0.11 -0.37 0.06
H 19.6500 15.7558 11.1118 -0.39 0.16 0.12
H 18.9380 17.7288 9.5995 -0.28 -0.19 1.09
H 16.7498 16.9818 8.9071 0.64 -0.20 0.31
H 16.5762 15.9350 10.2298 -0.15 -0.41 0.85
H 18.6982 16.6354 7.3767 0.27 0.79 0.39
H 17.4048 15.5448 7.0794 -0.11 -0.38 -0.27
H 19.1042 14.9735 7.3047 0.33 -0.81 -0.37
H 17.0991 18.2157 11.8404 -0.26 -0.20 0.54
H 17.9937 19.2991 11.0641 -0.11 -0.60 -0.19
C 16.5705 14.6817 14.7059 2.10 0.57 -1.17
C 15.1241 14.8547 14.2352 0.90 -0.96 0.99
C 14.1998 14.6119 15.4379 0.12 0.94 -0.15
O 14.4173 15.6434 16.3778 -1.17 -0.19 1.78
C 13.3568 15.5509 17.4192 2.13 0.49 -0.65
N 14.8856 16.0849 13.5052 -0.55 -0.10 0.20
H 17.3648 14.6200 13.8685 -1.64 0.02 0.78
H 16.6453 13.7322 15.2025 0.20 -0.46 0.55
H 17.0053 15.4829 15.3310 -0.76 -0.23 0.12
H 14.9848 13.9587 13.6303 -0.41 0.20 -0.66
H 14.4265 13.6692 15.9721 -0.25 -0.02 -0.67
H 13.1362 14.7076 15.1624 0.15 -0.57 -0.31
H 13.6611 16.2599 18.1778 -0.16 0.12 0.10
H 13.2589 14.5794 17.8991 0.28 -0.29 -0.32
H 12.4429 15.8322 16.9563 -0.97 0.16 -0.23
H 15.2474 15.9470 12.5748 0.12 0.18 -0.34
H 15.4123 16.8475 13.9327 -0.10 -0.19 -0.18